(P)
Computed, not measured: C4H8N2 in the gas phase, with the ωB97M-V functional and the def2-TZVPD basis.

```
! wB97M-V def2-TZVPD RIJCOSX def2/J DEFGRID3
* xyz 0 1
C 1.12 -0.60 0.85
C 0.05 0.04 -0.05
C -1.29 -0.72 -0.12
N 0.54 0.26 -1.37
C -0.29 1.64 0.55
N -0.64 2.75 0.49
H 1.37 0.20 1.53
H 2.03 -0.93 0.33
H 0.75 -1.46 1.43
H -1.27 -1.58 -0.82
H -2.05 -0.02 -0.45
H -1.55 -1.11 0.87
H -0.15 0.75 -1.92
H 1.40 0.80 -1.34
*
```

Its SMILES is CC(C)(N)C#N. For the lowest unoccupied orbital energy, the calculation gives 0.78 eV.

=====

(Q)
Computed, not measured: 2 unconnected molecules or ions with the total composition C4H8N2, with the ωB97M-V functional and the def2-TZVPD basis.

```
! wB97M-V def2-TZVPD RIJCOSX def2/J DEFGRID3
* xyz 0 1
C 1.96 0.00 0.33
N 0.59 -0.50 0.43
C -0.34 -0.09 -0.42
C -1.71 -0.68 -0.32
C -0.24 2.08 -0.25
N -1.26 1.91 0.32
H 2.38 -0.29 -0.63
H 2.55 -0.44 1.13
H 1.95 1.10 0.39
H 0.27 -0.72 1.36
H 0.02 0.14 -1.42
H -2.42 -0.09 -0.90
H -1.67 -1.70 -0.72
H -2.06 -0.72 0.72
*
```

For the lowest unoccupied orbital energy, the calculation gives 0.64 eV.

=====

The least stable of them is (Q).

=====

(P)
Computed, not measured: a molecular structure, C4H8N2, with the ωB97M-V functional and the def2-TZVPD basis.

```
! wB97M-V def2-TZVPD RIJCOSX def2/J DEFGRID3
* xyz 0 1
C 1.81 0.03 -0.56
C -0.51 1.26 0.32
C -1.33 0.18 -0.69
C 0.01 -0.88 0.77
H 1.67 -1.00 -1.48
H 2.72 -0.48 0.05
H 2.07 1.01 -1.10
H -1.20 1.50 1.16
H -0.16 2.31 0.07
H -2.09 0.64 -1.46
H -0.86 -1.01 1.71
H 0.52 -1.93 0.80
N 0.67 0.40 0.56
N -1.04 -1.05 -0.39
*
```

For the lowest unoccupied orbital energy, the calculation gives 0.94 eV.

=====

(Q)
Computed, not measured: 2 unconnected molecules or ions with the total composition C4H8N2, with the ωB97M-V functional and the def2-TZVPD basis.

```
! wB97M-V def2-TZVPD RIJCOSX def2/J DEFGRID3
* xyz 0 1
C 2.00 1.23 -0.20
N 0.75 1.03 -0.11
C 0.17 0.92 1.21
C -2.08 -1.79 -0.36
C -1.06 -1.43 -1.12
N -0.17 -1.09 -1.88
H 2.45 1.29 -1.19
H 0.30 -0.24 -1.52
H 2.65 1.33 0.67
H 0.08 -0.15 1.47
H -0.84 1.33 1.21
H 0.78 1.42 1.98
H -3.04 -1.33 -0.56
H -1.99 -2.53 0.42
*
```

Its SMILES is C=C=N.C=NC. For the lowest unoccupied orbital energy, the calculation gives 0.99 eV.

=====

(R)
Computed, not measured: C4H8N2 in the gas phase, with the ωB97M-V functional and the def2-TZVPD basis.

```
! wB97M-V def2-TZVPD RIJCOSX def2/J DEFGRID3
* xyz 0 1
C -2.10 -0.35 -0.44
C -0.66 -0.41 -0.15
C 0.52 -0.39 0.14
C 1.96 -0.40 0.41
H -2.74 0.45 1.33
H -2.50 1.55 0.15
H -2.25 -0.12 -1.51
H -2.54 -1.35 -0.29
H 2.36 -1.39 0.13
H 2.11 -0.27 1.50
H 3.61 0.69 -0.08
H 2.49 0.65 -1.27
N -2.87 0.62 0.34
N 2.61 0.73 -0.26
*
```

Its SMILES is NCC#CCN. For the lowest unoccupied orbital energy, the calculation gives 0.96 eV.

=====

The least stable of them is (P).

=====

(P)
Computed, not measured: C4H8N2 in the gas phase, with the ωB97M-V functional and the def2-TZVPD basis.

```
! wB97M-V def2-TZVPD RIJCOSX def2/J DEFGRID3
* xyz 0 1
C -0.54 1.35 0.38
N -0.58 0.10 -0.46
C -1.14 -0.96 0.37
C 0.95 -0.51 -1.08
C 1.94 -0.02 -0.15
N 2.56 0.45 0.71
H -1.49 1.93 0.39
H 0.18 2.00 -0.08
H -0.33 1.20 1.46
H -0.44 -1.24 1.17
H -1.34 -1.80 -0.29
H -2.09 -0.68 0.86
H 1.20 -0.18 -2.11
H 1.13 -1.62 -1.16
*
```

Its SMILES is CN(C)CC#N. For the lowest unoccupied orbital energy, the calculation gives 0.82 eV.

=====

(Q)
Computed, not measured: C4H8N2 in the gas phase, with the ωB97M-V functional and the def2-TZVPD basis.

```
! wB97M-V def2-TZVPD RIJCOSX def2/J DEFGRID3
* xyz 0 1
C 1.76 0.21 -0.04
N 1.28 -1.10 0.33
C 0.66 -0.44 -0.83
C -0.73 -0.07 -0.80
C -1.61 0.07 0.34
N -1.07 0.32 1.58
H 2.73 0.24 -0.52
H 1.51 1.07 0.58
H 0.64 -1.01 1.13
H 0.96 -0.84 -1.80
H -1.18 0.16 -1.75
H -2.41 -0.70 0.35
H -2.13 0.99 -0.08
H -0.40 1.08 1.50
*
```

For the lowest unoccupied orbital energy (alpha / beta), the calculation gives -0.66 / 0.10 eV.

=====

(R)
Computed, not measured: a molecular structure, C4H8N2, with the ωB97M-V functional and the def2-TZVPD basis.

```
! wB97M-V def2-TZVPD RIJCOSX def2/J DEFGRID3
* xyz 0 1
C 1.84 0.14 0.47
N 0.67 -0.64 0.10
C -0.53 0.13 -0.59
C -1.82 -0.57 -0.27
C -0.46 1.53 -0.34
N -0.36 2.68 -0.19
H 2.16 0.71 -0.40
H 2.64 -0.54 0.78
H 1.60 0.84 1.27
H 0.34 -1.30 0.80
H 0.45 -0.74 -1.02
H -2.64 -0.07 -0.80
H -1.81 -1.61 -0.61
H -2.07 -0.56 0.81
*
```

For the lowest unoccupied orbital energy, the calculation gives 0.65 eV.

=====

(S)
Computed, not measured: C4H8N2 in the gas phase, with the ωB97M-V functional and the def2-TZVPD basis.

```
! wB97M-V def2-TZVPD RIJCOSX def2/J DEFGRID3
* xyz 0 1
C -1.35 -0.56 -1.30
N -0.89 -0.20 0.03
C 0.48 0.28 0.10
C 0.71 1.08 1.40
C 1.47 -0.82 -0.09
N 2.17 -1.73 -0.25
H -1.29 0.33 -1.94
H -2.40 -0.85 -1.24
H -0.78 -1.37 -1.78
H -1.00 -0.98 0.67
H 0.63 0.95 -0.76
H 1.14 2.06 1.19
H -0.27 1.23 1.85
H 1.36 0.56 2.11
*
```

Its SMILES is CN[C@@H](C)C#N. For the lowest unoccupied orbital energy, the calculation gives 0.97 eV.

=====

The least stable of them is (Q).

=====

(P)
Computed, not measured: a molecular structure, C4H8N2, with the ωB97M-V functional and the def2-TZVPD basis.

```
! wB97M-V def2-TZVPD RIJCOSX def2/J DEFGRID3
* xyz 0 1
C -0.71 1.00 -0.43
C 0.13 -0.24 -0.09
C 1.60 0.00 0.05
N -0.21 -1.41 -0.84
C -0.71 0.16 0.99
N -1.50 0.29 1.96
H -1.76 1.04 1.26
H -1.48 0.83 -1.20
H -0.15 1.92 -0.63
H 2.01 0.11 -0.96
H 2.07 -0.85 0.54
H 1.81 0.90 0.64
H 0.12 -2.24 -0.35
H -1.22 -1.50 -0.93
*
```

For the lowest unoccupied orbital energy, the calculation gives 0.93 eV.

=====

(Q)
Computed, not measured: 2 unconnected molecules or ions with the total composition C4H8N2, with the ωB97M-V functional and the def2-TZVPD basis.

```
! wB97M-V def2-TZVPD RIJCOSX def2/J DEFGRID3
* xyz 0 1
C -0.78 -1.28 0.73
N -0.20 0.01 0.35
C 0.93 0.37 0.93
C -0.68 0.55 -0.80
C -0.30 1.85 -1.18
N 0.01 2.93 -1.47
H -0.32 -2.07 0.12
H -1.85 -1.26 0.57
H -0.58 -1.47 1.79
H 1.40 1.30 0.63
H 1.71 -0.30 -0.91
H 1.29 -0.19 1.78
H -1.52 0.07 -1.28
H 1.18 -0.21 -1.46
*
```

For the lowest unoccupied orbital energy (alpha / beta), the calculation gives 0.47 / 0.47 eV.

=====

The least stable of them is (P).

=====

(P)
Computed, not measured: C4H8N2 in the gas phase, with the ωB97M-V functional and the def2-TZVPD basis.

```
! wB97M-V def2-TZVPD RIJCOSX def2/J DEFGRID3
* xyz 0 1
C 1.61 -0.32 -0.76
C 2.01 0.87 -0.37
C 0.61 -1.17 0.06
C -0.70 -0.33 0.00
N -2.46 0.85 0.85
N -1.34 -0.01 1.07
H 1.94 -0.82 -1.72
H 2.41 1.65 -1.12
H 0.40 -2.13 -0.41
H 1.00 -1.39 1.08
H -1.03 -0.10 -1.04
H -3.15 0.72 0.06
H -2.94 0.94 1.68
H 1.63 1.25 0.62
*
```

Its SMILES is C=CC/C=N/N. For the lowest unoccupied orbital energy, the calculation gives 1.27 eV.

=====

(Q)
Computed, not measured: a molecular structure, C4H8N2, with the ωB97M-V functional and the def2-TZVPD basis.

```
! wB97M-V def2-TZVPD RIJCOSX def2/J DEFGRID3
* xyz 0 1
C -1.28 -1.22 -0.13
C 1.19 0.83 -1.07
C 0.53 1.08 0.23
C -0.25 -1.30 0.94
N -0.13 -2.09 -0.11
N -0.22 2.00 0.57
H -0.55 2.01 1.53
H -2.27 -1.64 0.07
H -1.31 -0.39 -0.84
H 0.58 1.24 -1.88
H 2.19 1.26 -1.08
H 1.27 -0.26 -1.22
H -0.47 -1.44 1.99
H 0.72 -0.09 1.00
*
```

For the lowest unoccupied orbital energy, the calculation gives -0.03 eV.

=====

(R)
Computed, not measured: C4H8N2 in the gas phase, with the ωB97M-V functional and the def2-TZVPD basis.

```
! wB97M-V def2-TZVPD RIJCOSX def2/J DEFGRID3
* xyz 0 1
C 1.79 -0.15 -0.05
C -0.61 -0.81 -0.06
C -1.18 0.48 0.46
C -0.90 1.70 0.02
H 2.28 -0.79 0.69
H 1.49 0.78 0.44
H 2.53 0.14 -0.84
H 0.88 -1.68 -1.07
H -2.24 -1.76 0.23
H -1.87 0.37 1.29
H -1.36 2.56 0.47
H -0.17 1.84 -0.81
N 0.64 -0.76 -0.68
N -1.28 -1.91 -0.09
*
```

Its SMILES is [H]/N=C(\C=C)NC. For the lowest unoccupied orbital energy, the calculation gives 0.93 eV.

=====

(S)
Computed, not measured: C4H8N2 in the gas phase, with the ωB97M-V functional and the def2-TZVPD basis.

```
! wB97M-V def2-TZVPD RIJCOSX def2/J DEFGRID3
* xyz 0 1
C -0.91 0.26 -0.16
C 0.40 -0.34 -0.51
C 1.44 -0.44 0.69
C 1.65 0.62 -0.44
H -2.89 -0.46 0.15
H -1.69 -1.70 0.08
H -2.19 1.58 0.41
H 0.29 -1.15 -1.22
H 2.05 -1.33 0.88
H 1.07 0.07 1.63
H 1.60 1.70 -0.20
H 2.27 0.44 -1.33
N -1.94 -0.71 -0.15
N -1.14 1.48 0.18
*
```

Its SMILES is [H]/N=C(\N)C1CC1. For the lowest unoccupied orbital energy, the calculation gives 1.01 eV.

=====

The least stable of them is (Q).

=====

(P)
Computed, not measured: 2 unconnected molecules or ions with the total composition C4H8N2, with the ωB97M-V functional and the def2-TZVPD basis.

```
! wB97M-V def2-TZVPD RIJCOSX def2/J DEFGRID3
* xyz 0 1
C 0.49 -1.11 -0.88
C 1.02 -0.40 0.15
C -1.49 1.14 0.31
C 2.07 0.61 0.18
N -3.08 -0.60 0.02
N -2.33 0.31 0.32
H 0.87 -1.25 -1.81
H -0.27 -1.84 -0.68
H 0.52 -0.59 1.08
H -1.61 2.26 0.51
H 2.99 0.29 -0.20
H 2.20 1.17 1.15
H 1.78 1.55 -0.58
H -3.17 -1.55 0.44
*
```

For the lowest unoccupied orbital energy, the calculation gives 0.88 eV.

=====

(Q)
Computed, not measured: 2 unconnected molecules or ions with the total composition C4H8N2, with the ωB97M-V functional and the def2-TZVPD basis.

```
! wB97M-V def2-TZVPD RIJCOSX def2/J DEFGRID3
* xyz 0 1
C -2.00 0.25 0.13
C -0.87 -0.77 0.17
C 1.76 0.40 0.57
N 2.40 -0.49 -0.14
C 1.20 1.48 -0.20
N 0.77 2.47 -0.64
H -1.67 1.21 -0.27
H -2.40 0.43 1.13
H -2.82 -0.11 -0.50
H -1.19 -1.74 0.58
H -0.45 -0.94 -0.82
H -0.08 -0.43 0.81
H 2.54 -0.48 -1.15
H 2.83 -1.27 0.34
*
```

For the lowest unoccupied orbital energy, the calculation gives -0.12 eV.

=====

The least stable of them is (P).